No. 1
Computed, not measured: 4 unconnected molecules or ions with the total composition C21H47F4NO12S at a distorted geometry, with ωB97M-V with the def2-TZVPD basis set.

CARTESIAN COORDINATES (ANGSTROEM)
O1 -4.27693 0.65905 -8.17589
S1 -3.09122 -0.08740 -7.45650
O2 -2.30814 -0.90272 -8.51395
F1 -2.05923 1.15811 -6.83934
N1 -3.64294 -1.00437 -6.07643
C1 -2.58526 -1.93287 -5.52222
C2 -1.82037 -1.12891 -4.29832
O3 -0.41281 -1.55608 -4.27149
C3 -2.62147 -1.38318 -2.85972
F2 -2.18986 -0.26560 -1.94602
F3 -2.31018 -2.73111 -2.26450
F4 -4.07407 -1.19054 -3.08203
H1 -4.56134 -1.47415 -6.23236
H2 -3.16936 -2.83082 -4.99544
H3 -1.84350 -2.37229 -6.31441
H4 -1.92105 0.04069 -4.51121
H5 0.09937 -0.78091 -4.64953
C4 -3.08590 3.58835 -3.63627
O4 -2.28854 4.28719 -2.69135
C5 -1.75365 3.44905 -1.66933
C6 -0.26324 3.72230 -1.43900
O5 0.60496 3.37309 -2.52369
C7 0.50245 4.15750 -3.71864
C8 0.92746 5.62534 -3.58060
O6 -0.00519 6.35595 -2.78607
C9 0.60612 7.24073 -1.86054
H6 -4.10787 3.51096 -3.27191
H7 -3.08145 4.16246 -4.56825
H8 -2.68164 2.59381 -3.85721
H9 -1.89368 2.38445 -1.90714
H10 -2.30102 3.67076 -0.75015
H11 0.05798 3.09823 -0.59704
H12 -0.09114 4.74965 -1.12191
H13 -0.49337 4.06889 -4.15356
H14 1.18230 3.68568 -4.43569
H15 0.94057 6.09181 -4.57259
H16 1.93929 5.67198 -3.16436
H17 1.52207 6.82051 -1.43281
H18 -0.09689 7.40638 -1.03887
H19 0.81563 8.19656 -2.34596
C10 3.52642 4.39121 4.27762
O7 2.56858 3.37104 4.52013
C11 1.21996 3.81819 4.40010
C12 0.37622 2.84696 3.56712
O8 0.72867 2.75204 2.18183
C13 1.98870 2.14454 1.87038
C14 2.10282 0.65336 2.21332
O9 2.13273 0.45351 3.62544
C15 1.33807 -0.63760 4.06262
H20 3.71121 4.94953 5.19267
H21 4.45621 3.90906 3.95941
H22 3.21084 5.06645 3.47400
H23 1.16644 4.82067 3.95098
H24 0.80604 3.87141 5.40980
H25 -0.65596 3.21570 3.57986
H26 0.33805 1.85954 4.02446
H27 2.80990 2.71779 2.30126
H28 2.09759 2.24031 0.78504
H29 3.04527 0.26225 1.81254
H30 1.27646 0.10933 1.74388
H31 0.41075 -0.72779 3.48779
H32 1.06406 -0.45730 5.10627
H33 1.91544 -1.56289 4.00247
C16 -1.13630 -4.95420 0.99020
O10 -0.11326 -5.83250 1.43631
C17 1.19809 -5.28670 1.31149
C18 2.02063 -5.49892 2.58720
O11 1.56558 -4.78527 3.74301
C19 0.31645 -5.19645 4.31251
C20 0.30323 -6.60418 4.92273
O12 0.39421 -7.60292 3.90826
C21 1.27354 -8.66741 4.23503
H34 -1.27594 -5.06454 -0.08289
H35 -2.06331 -5.23244 1.50153
H36 -0.91846 -3.91014 1.24280
H37 1.16670 -4.21293 1.07578
H38 1.68690 -5.80609 0.48388
H39 3.03120 -5.12186 2.39196
H40 2.14321 -6.55758 2.81043
H41 -0.49562 -5.06313 3.59738
H42 0.11808 -4.48656 5.12226
H43 -0.64736 -6.76168 5.44558
H44 1.11598 -6.69082 5.65155
H45 2.15617 -8.31928 4.78116
H46 1.61945 -9.11716 3.29968
H47 0.73953 -9.42307 4.81550

Results
**Kohn-Sham gap**: 7.929 eV


No. 2
Computed, not measured: a molecular structure, C21H47FN2OS2Si2, with ωB97M-V with the def2-TZVPD basis set.

CARTESIAN COORDINATES (ANGSTROEM)
C1 -6.29155 -3.33928 -1.74715
C2 -4.82083 -3.74816 -1.82786
C3 -4.18070 -3.34978 -3.16538
C4 -2.70840 -2.96497 -3.11291
N1 -2.36084 -1.82550 -2.23082
C5 -1.78096 -2.18829 -0.92665
C6 -0.92388 -1.06808 -0.31792
C7 0.51854 -1.49712 0.01616
C8 1.56165 -0.96104 -0.99356
Si1 2.45068 0.55886 -0.39629
C9 3.32170 1.43838 -1.81683
C10 4.86328 1.46421 -1.85347
C11 5.46771 2.57836 -0.97830
C12 5.49510 0.09726 -1.55692
O1 3.44315 0.14939 0.87821
Si2 3.90705 1.09855 2.12659
F1 3.46316 2.61446 1.84579
C13 3.24880 0.53842 3.75595
C14 3.86366 1.40358 4.87726
C15 3.73856 0.76061 6.26588
C16 2.41824 1.07634 6.96718
C17 2.32014 2.50636 7.51403
N2 1.74409 3.42279 6.52900
C18 -3.24793 -0.78848 -2.22131
S1 -4.01028 -0.16918 -0.91509
S2 -3.38456 -0.05608 -3.84366
C19 -5.17546 0.15931 -4.04118
C20 -5.55315 1.55361 -4.57184
C21 -6.62807 1.50240 -5.67113
H1 -6.83416 -3.92474 -1.00488
H2 -6.38830 -2.28795 -1.46706
H3 -6.78723 -3.46826 -2.71220
H4 -4.28520 -3.30281 -0.98937
H5 -4.76567 -4.83284 -1.70352
H6 -4.23765 -4.20862 -3.84227
H7 -4.77181 -2.56114 -3.63643
H8 -2.37941 -2.72196 -4.12485
H9 -2.10488 -3.81538 -2.79638
H10 -2.55857 -2.49759 -0.22163
H11 -1.15303 -3.05919 -1.11526
H12 -1.41754 -0.67183 0.56822
H13 -0.90073 -0.24097 -1.03106
H14 0.57877 -2.58808 0.03514
H15 0.75752 -1.15428 1.02666
H16 2.25437 -1.74247 -1.31886
H17 1.04533 -0.63736 -1.90641
H18 1.39820 1.46175 0.14070
H19 2.97927 0.93292 -2.72691
H20 2.93484 2.46076 -1.84224
H21 5.14041 1.70194 -2.88514
H22 4.69709 3.28427 -0.66193
H23 5.91118 2.18111 -0.06312
H24 6.21742 3.15437 -1.52095
H25 5.65225 -0.03927 -0.48610
H26 4.86672 -0.72790 -1.90222
H27 6.47529 0.01851 -2.03100
H28 5.38352 1.11265 2.16951
H29 2.15883 0.59816 3.81232
H30 3.56216 -0.50312 3.88716
H31 4.91980 1.59789 4.66130
H32 3.36348 2.37405 4.86936
H33 3.83540 -0.32303 6.14872
H34 4.56687 1.08891 6.90105
H35 2.26159 0.37408 7.78997
H36 1.58692 0.93267 6.26758
H37 3.31530 2.86511 7.78578
H38 1.72081 2.47670 8.43292
H39 0.73705 3.34553 6.48466
H40 2.00817 4.38489 6.68783
H41 -5.53412 -0.63074 -4.70195
H42 -5.61054 -0.00498 -3.05729
H43 -5.96557 2.11308 -3.73202
H44 -4.66729 2.07558 -4.93189
H45 -6.18962 1.59955 -6.66479
H46 -7.36874 2.28995 -5.53580
H47 -7.16740 0.55315 -5.64310

Results
**Kohn-Sham gap**: 8.576 eV


No. 3
Computed, not measured: a molecular structure, C21H47Hg2N2O7S2 at a distorted geometry, with ωB97M-V with the def2-TZVPD basis set.

CARTESIAN COORDINATES (ANGSTROEM)
Hg1 5.17532 2.15644 1.35295
Hg2 5.50102 0.78651 -1.96596
O1 1.43888 0.15561 -0.12850
C1 2.72612 0.51249 -0.17167
O2 3.18976 0.82350 0.91164
O3 3.40141 0.36716 -1.20019
H1 1.31235 0.04313 0.81646
C2 -5.23513 2.34708 -2.75061
C3 -3.77313 2.04205 -3.08953
N1 -2.72525 2.81765 -2.39301
C4 -1.40086 2.09091 -2.09410
C5 -1.38880 1.05755 -0.94086
C6 -2.60128 4.15576 -2.86818
C7 -1.74397 5.15401 -2.01793
H2 -5.93141 1.56586 -3.05556
H3 -5.67471 3.15446 -3.33628
H4 -5.39150 2.52826 -1.68721
H5 -3.67238 1.08882 -2.57059
H6 -3.54066 1.93574 -4.14913
H7 -0.93659 1.60819 -2.95407
H8 -0.67540 2.86953 -1.85837
H9 -0.46491 0.50024 -1.09556
H10 -1.36602 1.51180 0.04971
H11 -2.15058 0.31380 -1.17463
H12 -3.59126 4.60668 -2.79951
H13 -2.44083 4.09449 -3.94456
H14 -2.00146 5.09359 -0.96051
H15 -1.91161 6.16985 -2.37580
H16 -0.69079 4.88827 -2.10904
C8 1.38687 -4.70142 5.15385
C9 0.99593 -4.70052 3.62597
N2 0.40829 -3.44002 3.23575
C10 0.48250 -3.24452 1.83635
C11 1.96193 -2.85994 1.45141
C12 -0.92935 -3.23439 3.76351
C13 -1.62210 -2.00477 3.27615
H17 1.93857 -5.57900 5.49085
H18 0.44044 -4.70157 5.69456
H19 1.90326 -3.81362 5.51890
H20 1.86163 -4.85715 2.98243
H21 0.31620 -5.52042 3.39397
H22 0.22653 -4.11023 1.22550
H23 -0.18353 -2.45529 1.48763
H24 2.12449 -1.82701 1.75921
H25 2.82880 -3.32321 1.92258
H26 2.14403 -2.75172 0.38219
H27 -0.88934 -3.08816 4.84292
H28 -1.46680 -4.15165 3.52289
H29 -0.87985 -1.22499 3.44680
H30 -2.46368 -1.77166 3.92845
H31 -2.04309 -2.03652 2.27123
C14 0.76214 2.72463 2.77575
C15 0.45839 3.36032 1.41649
C16 1.56041 4.43481 1.11604
S1 2.81129 4.53147 2.53403
O4 2.92967 5.99704 2.79911
O5 3.92938 3.66381 2.27752
C17 1.61630 3.63873 3.65193
H32 1.44527 1.92273 2.49579
H33 -0.07301 2.34956 3.36731
H34 -0.57022 3.71172 1.33530
H35 0.52446 2.58622 0.65196
H36 0.96178 5.34401 1.17164
H37 2.13036 4.36794 0.18933
H38 0.89681 4.34103 4.07290
H39 2.06322 3.23629 4.56100
C18 -0.43992 -3.68423 -4.37591
C19 -0.60041 -2.42607 -3.53300
C20 0.30639 -2.64785 -2.34984
S2 1.88503 -3.06063 -3.20713
O6 2.56277 -4.12006 -2.42571
O7 2.58714 -1.77672 -3.41161
C21 0.98383 -3.88884 -4.66271
H40 -0.97188 -3.38811 -5.28003
H41 -0.97452 -4.49792 -3.88581
H42 -1.63987 -2.33368 -3.21820
H43 -0.34003 -1.56498 -4.14848
H44 -0.11029 -3.50098 -1.81445
H45 0.53445 -1.90392 -1.58652
H46 1.36312 -4.90658 -4.57081
H47 1.42999 -3.55168 -5.59832

Results
**Kohn-Sham gap**: 1.613 eV
**Charge**: +3


no.,E (hartree)
1,-2583.2487
2,-2488.4799
3,-2566.3811